Below is C15H41N2NaO7Pb as an isolated structure, with properties calculated with ωB97M-V with the def2-TZVPD basis set.

Structure (ORCA input):
```
! RIJCOSX wB97M-V def2-TZVPD def2/J DEFGRID3
* xyz 2 1
Na 7.25 -19.12 -14.34
Pb 6.46 -16.76 -12.14
C 9.89 -18.18 -13.17
O 8.64 -17.56 -12.96
H 9.79 -19.22 -12.85
H 10.23 -18.20 -14.22
H 10.75 -17.74 -12.66
C 8.83 -15.52 -16.38
O 9.19 -16.87 -16.58
C 8.31 -17.57 -17.49
C 8.63 -19.05 -17.70
N 8.72 -19.69 -16.37
C 9.10 -21.08 -16.55
C 9.25 -21.76 -15.18
O 7.98 -21.88 -14.55
C 8.14 -22.52 -13.29
H 9.14 -15.23 -15.37
H 7.75 -15.40 -16.31
H 9.37 -14.85 -17.05
H 8.38 -17.00 -18.41
H 7.28 -17.43 -17.13
H 9.66 -19.14 -18.09
H 8.11 -19.62 -18.46
H 9.43 -19.17 -15.87
H 10.05 -21.15 -17.08
H 8.34 -21.66 -17.07
H 9.91 -21.16 -14.54
H 9.75 -22.72 -15.26
H 8.57 -23.52 -13.34
H 7.16 -22.78 -12.88
H 8.71 -21.91 -12.59
C 14.27 -12.68 -18.07
O 14.08 -14.09 -18.07
C 14.35 -14.71 -16.85
C 14.11 -16.21 -16.95
N 12.70 -16.41 -17.22
C 12.08 -17.73 -17.40
C 12.68 -18.68 -18.40
O 12.18 -19.97 -18.09
C 12.57 -21.04 -18.90
H 13.74 -12.14 -17.28
H 13.87 -12.35 -19.02
H 15.33 -12.42 -18.08
H 13.79 -14.33 -15.99
H 15.42 -14.62 -16.61
H 14.37 -16.70 -16.00
H 14.80 -16.63 -17.68
H 12.15 -15.89 -16.55
H 11.02 -17.62 -17.58
H 12.28 -18.20 -16.42
H 13.76 -18.83 -18.28
H 12.54 -18.46 -19.47
H 13.66 -21.08 -18.80
H 12.20 -21.00 -19.93
H 12.24 -22.00 -18.52
C 12.44 -15.42 -13.27
O 11.57 -15.43 -14.39
H 13.40 -14.97 -13.55
H 12.06 -14.92 -12.38
H 12.87 -16.38 -12.96
H 10.98 -16.19 -14.35
C 12.31 -20.00 -11.05
O 11.24 -20.92 -10.81
H 12.35 -19.67 -12.09
H 12.10 -19.10 -10.46
H 13.26 -20.42 -10.75
H 10.51 -20.53 -11.29
*
```

Computed properties:
F_max = 3.464 eV/Å
Kohn-Sham gap = 1.819 eV
LUMO = -10.50 eV
HOMO level = -12.32 eV
total energy = -1586.634051 Ha